one:
C5H17NO2 | ωB97M-V/def2-TZVPD

Results
E_HOMO   -8.415 eV
Gap between HOMO and LUMO   8.9 eV
LUMO energy   0.019 Eh
Net charge   0

Element x y z (Å)
C1 -0.8887 2.5140 1.3759
C2 -0.6458 0.9937 1.5369
C3 -1.1352 0.1671 0.4028
N1 -0.9255 -1.2911 0.5121
C4 -1.0445 -1.9283 -0.7960
C5 0.3168 -1.6401 1.1964
H1 -1.8463 2.8467 1.7641
H2 -0.0201 3.0571 1.7067
H3 -1.0085 2.6756 0.2899
H4 -0.9348 0.6794 2.5505
H5 0.4261 0.8549 1.6926
H6 -0.6524 0.6028 -0.4854
H7 -2.2063 0.2250 0.2273
H8 -1.9640 -1.5189 -1.1904
H9 -1.0103 -3.0044 -0.6859
H10 -0.1960 -1.6734 -1.4437
H11 0.5334 -2.6832 1.0339
H12 1.1893 -1.0440 0.9004
H13 0.1416 -1.5422 2.2703
O1 0.3580 0.5143 -2.9484
H14 1.1645 1.0225 -2.8161
H15 0.3532 -0.1944 -2.2802
O2 3.1502 0.4478 -1.5664
H16 3.9210 0.1724 -1.0612
H17 2.9245 -0.2531 -2.1864

two:
C5H17NO2 | ωB97M-V/def2-TZVPD

Results
E_HOMO   -8.348 eV
Gap between HOMO and LUMO   8.8 eV
LUMO energy   0.016 Eh
Net charge   0

Element x y z (Å)
C1 -0.2983 -0.2702 -2.0059
C2 0.4859 0.9059 -1.4499
C3 1.8850 0.5697 -0.9314
C4 1.8983 -0.2304 0.3678
N1 1.6150 -1.6483 0.1751
C5 0.6009 -2.2711 1.0140
H1 0.2042 -0.6498 -2.8934
H2 -1.3287 0.0368 -2.2095
H3 -0.3264 -1.1267 -1.3366
H4 0.5582 1.6810 -2.2191
H5 -0.0340 1.3615 -0.6013
H6 2.4887 0.0174 -1.6526
H7 2.4365 1.5120 -0.7968
H8 2.8698 -0.1127 0.8526
H9 1.1471 0.1828 1.0462
H10 2.4697 -2.1818 0.1487
H11 0.1669 -1.5597 1.7076
H12 -0.2390 -2.6532 0.4242
H13 0.9907 -3.1287 1.5688
O1 -1.7422 2.1554 1.8982
H14 -1.5586 1.8959 2.8057
H15 -1.6257 3.1090 1.8767
O2 -3.3264 0.2769 0.3035
H16 -2.7964 0.8891 0.8344
H17 -3.0887 0.4305 -0.6155

three:
C5H17NO2 | ωB97M-V/def2-TZVPD

Results
E_HOMO   -9.699 eV
Gap between HOMO and LUMO   10.5 eV
LUMO energy   0.029 Eh
Net charge   0

Element x y z (Å)
C1 0.5231 2.5387 0.0942
C2 1.0013 1.1392 0.4799
C3 0.4616 0.0063 -0.5691
C4 -0.6737 -0.8454 -0.0737
C5 -1.1746 -1.7559 -1.2937
N1 -0.3472 -1.7979 1.0468
H1 0.9947 3.4150 0.5921
H2 -0.5240 2.6265 0.3662
H3 0.6972 2.6006 -0.9988
H4 2.0634 0.9439 0.4908
H5 0.7993 0.9139 1.5313
H6 0.1398 0.6445 -1.4621
H7 1.3153 -0.6715 -0.7623
H8 -1.4401 -0.1612 0.3297
H9 -0.7783 -1.4587 -2.2323
H10 -2.2648 -1.6962 -1.3678
H11 -0.9641 -2.8526 -1.0291
H12 -0.9822 -2.5722 0.9222
H13 0.6287 -2.0153 1.0649
O1 -2.4204 -0.6314 2.8265
H14 -1.8726 -0.2286 3.5006
H15 -1.8438 -1.1464 2.2477
O2 2.4926 0.9318 -2.1163
H16 2.4328 0.6209 -1.2152
H17 1.7359 1.4522 -2.3725

four:
C5H17NO2 | ωB97M-V/def2-TZVPD

Results
E_HOMO   -8.836 eV
Gap between HOMO and LUMO   9.3 eV
LUMO energy   0.017 Eh
Net charge   0

Element x y z (Å)
C1 -1.1440 -0.7689 2.5046
C2 -1.0142 -0.8171 0.9356
C3 -0.2978 0.5334 0.6231
C4 0.9124 0.8427 1.4874
N1 -0.0827 0.4491 -0.8760
C5 0.4369 1.6550 -1.5147
H1 -0.3323 -1.0182 3.0862
H2 -1.7484 -1.5997 2.7039
H3 -1.5845 0.1904 2.7478
H4 -0.4134 -1.7183 0.5967
H5 -2.0097 -0.7938 0.3763
H6 -1.1736 1.2895 0.6218
H7 1.5763 1.6744 1.0494
H8 0.7429 1.1414 2.5649
H9 1.5882 -0.0400 1.4567
H10 0.6087 -0.3338 -1.0234
H11 0.1637 2.5518 -0.9643
H12 -0.0673 1.5212 -2.5489
H13 1.4931 1.9299 -1.7746
O1 -2.4965 -1.6894 -1.9783
H14 -2.3720 -1.3265 -1.0559
H15 -1.5973 -1.7439 -2.4129
O2 3.1256 -0.0952 -0.7961
H16 3.4484 0.4176 -0.0382
H17 3.8644 0.3201 -1.2745

Which of them is the most stable? Correct choice: two.

one:
C7H5NO3 | ωB97M-V/def2-TZVPD

Results
E_HOMO   -8.450 eV
Gap between HOMO and LUMO   9.1 eV
LUMO energy   0.022 Eh
Net charge   0

Element x y z (Å)
O1 0.6955 2.4120 -3.1301
C1 0.3416 1.8451 -2.1189
N1 1.0591 1.7705 -0.9257
C2 0.6074 0.6455 -0.1955
C3 1.0997 -0.0588 0.9114
C4 0.2786 -1.0940 1.4968
C5 -0.9311 -1.2350 0.9701
O2 -1.6711 -2.3637 1.4130
C6 -1.4939 -0.5262 -0.1497
C7 -0.6262 0.3107 -0.8675
O3 -0.7545 0.9905 -1.9492
H1 2.1346 2.0019 -0.9588
H2 2.0961 0.2729 1.3859
H3 0.6323 -1.4409 2.3962
H4 -1.1143 -2.5489 2.2542
H5 -2.3540 -0.9816 -0.5323

two:
C7H5NO3 | ωB97M-V/def2-TZVPD

Results
E_HOMO (alpha / beta)   -7.852 / -8.252 eV
Gap between HOMO and LUMO (alpha / beta)   5.8 / 7.5 eV
LUMO energy (alpha / beta)   -0.075 / -0.026 Eh
Net charge   0

Element x y z (Å)
C1 -1.7208 -0.2302 -0.4256
C2 0.8115 -0.7735 2.0015
C3 0.6325 0.3593 0.0727
C4 1.6075 0.0907 1.1370
C5 -0.6096 -0.2374 0.3692
C6 1.0913 1.1993 -0.8904
C7 -1.9183 0.3161 -1.7597
N1 2.8504 0.2798 1.2541
O1 -0.4344 -0.9977 1.5919
O2 -1.0501 1.0151 -2.3245
O3 1.7319 1.7842 -1.6078
H1 -2.4612 -0.9119 0.0187
H2 1.0475 -1.4912 2.7389
H3 -1.9033 -0.7542 -2.1625
H4 -3.0148 0.6199 -1.9538
H5 3.3399 -0.2684 1.9403

Which of them is the most stable? Correct choice: one.